Entry 1:
Density functional theory data (ωB97M-V with the def2-TZVPD basis set) for a molecular structure, C11H13F3N4O3S2Sc.

Output
Charge ... +1
Energy relative to the best compared isomer or geometry (same formula, charge and spin) ... 0.073 eV
Largest force on an atom ... 0.441 eV/A

The geometry in XYZ format:
```
37
Properties=species:S:1:pos:R:3:forces:R:3:lowdin_charge:R:1
Sc -0.37106 -1.61852 -0.02577 -0.39 0.14 -0.15 0.99
C -3.71169 3.61495 0.52334 -0.01 0.03 -0.01 -0.08
C -3.80433 2.61429 -0.61795 0.01 0.05 0.01 -0.22
N -3.66045 1.23354 -0.15951 0.01 0.02 -0.06 0.00
C -2.48766 0.65413 0.07478 -0.06 -0.01 0.05 -0.74
S -2.58230 -1.00752 0.69167 -0.09 -0.02 0.12 0.69
N -1.38395 1.34158 -0.12009 0.00 0.05 0.01 0.03
N -0.27648 0.59096 0.12860 0.15 -0.27 0.00 -0.10
C 0.84392 1.16500 0.39514 0.02 0.05 0.10 -0.23
C 1.03941 2.63933 0.47218 -0.05 0.00 -0.08 0.00
C 1.95093 0.24123 0.74818 0.08 -0.04 -0.02 -0.19
C 3.21929 0.69101 1.06979 -0.05 -0.03 0.01 0.03
C 4.19123 -0.22951 1.44018 0.01 -0.01 0.00 0.00
C 3.87926 -1.57640 1.47783 -0.01 -0.02 0.00 -0.01
C 2.59647 -1.96058 1.13144 -0.02 0.02 -0.01 -0.09
N 1.65468 -1.08008 0.77950 -0.05 -0.01 -0.12 0.00
H -3.84172 4.62762 0.14239 0.00 0.00 -0.01 0.08
H -2.73905 3.55433 1.01002 0.01 -0.01 0.00 0.06
H -4.48530 3.43246 1.26887 -0.01 -0.01 0.00 0.08
H -3.03090 2.80205 -1.36122 0.00 -0.01 0.01 0.11
H -4.76834 2.68341 -1.11980 0.00 -0.02 0.01 0.12
H -4.48751 0.69695 0.04198 0.01 -0.01 0.00 0.13
H 0.14405 3.15074 0.13409 0.00 -0.01 0.01 0.08
H 1.88397 2.95146 -0.14319 0.01 0.00 0.00 0.10
H 1.24897 2.93146 1.50362 0.01 0.01 0.00 0.11
H 3.45108 1.74472 1.04034 -0.03 0.02 -0.01 0.12
H 5.18534 0.11040 1.69713 0.01 0.00 0.00 0.13
H 4.60718 -2.32107 1.76334 0.00 0.00 0.00 0.12
H 2.30459 -3.00462 1.13209 0.01 0.01 0.00 0.13
F 1.24900 -4.07880 -3.53618 0.00 0.04 0.00 0.20
C 1.25058 -3.95423 -2.22781 -0.05 0.04 -0.10 -0.67
F 1.89233 -2.81334 -1.88957 -0.03 -0.10 0.06 0.11
F 1.87145 -4.97234 -1.66713 0.01 -0.06 0.06 0.18
S -0.48060 -3.81594 -1.59631 0.24 -0.12 -0.11 0.60
O -0.82483 -2.40942 -1.94944 0.17 0.13 0.09 -0.35
O -1.24551 -4.86601 -2.13578 -0.10 0.01 0.02 -0.16
O -0.28205 -3.76326 -0.11676 0.20 0.16 0.12 -0.35
```
Positions in Å, forces in eV/Å.

=====

Entry 2:
Density functional theory data (ωB97M-V with the def2-TZVPD basis set) for a single C11H13FO2 molecule in a non-equilibrium geometry.

Output
Charge ... 0
Energy relative to the best compared isomer or geometry (same formula, charge and spin) ... 0.000 eV
SMILES ... C[C@@H](F)C(=O)OCCc1ccccc1
Largest force on an atom ... 1.011 eV/A

The geometry in XYZ format:
```
27
Properties=species:S:1:pos:R:3:forces:R:3:lowdin_charge:R:1
C 1.76602 -1.63462 0.77203 0.22 0.58 -0.17 0.00
C 1.73685 -1.58027 -0.74595 -0.34 -0.60 -0.04 -0.28
F 0.47104 -1.89543 -1.20989 -0.27 0.03 0.05 0.01
C 2.13645 -0.22545 -1.26140 -0.23 0.12 -0.46 -0.46
O 3.26055 0.01553 -1.56487 0.96 0.27 0.14 0.17
O 1.13920 0.67847 -1.36786 -0.42 -0.38 0.73 0.00
C 1.26878 1.85518 -0.55704 -0.53 0.62 -0.40 -0.13
C -0.01086 2.15054 0.28672 0.43 -0.45 -0.20 -0.10
C -1.02197 1.03532 0.28477 -0.20 -0.06 0.29 -0.24
C -1.84663 0.80307 -0.81782 0.22 -0.05 0.31 -0.04
C -2.75241 -0.24932 -0.81771 0.35 0.22 0.23 -0.07
C -2.84086 -1.06921 0.30023 0.03 -0.09 0.30 -0.09
C -2.04694 -0.83673 1.41944 0.15 0.29 -0.35 -0.08
C -1.13819 0.21727 1.40956 -0.29 0.00 -0.47 -0.06
H 2.76965 -1.86971 1.11256 0.07 -0.17 0.05 0.09
H 1.51032 -0.66217 1.18338 -0.22 0.02 0.17 0.07
H 1.04892 -2.36751 1.11893 -0.04 -0.18 0.06 0.09
H 2.41225 -2.32327 -1.15778 0.15 -0.02 -0.16 0.15
H 2.14052 1.77965 0.08200 0.21 -0.11 0.01 0.12
H 1.40127 2.68728 -1.24054 0.32 0.12 -0.04 0.12
H 0.32331 2.32573 1.30510 -0.07 0.06 0.20 0.11
H -0.45074 3.08085 -0.05881 -0.14 0.05 -0.14 0.11
H -1.74107 1.45330 -1.67525 -0.10 -0.03 -0.14 0.12
H -3.36412 -0.42338 -1.68856 -0.12 -0.08 -0.05 0.10
H -3.53325 -1.89725 0.32800 -0.11 -0.06 -0.12 0.10
H -2.11931 -1.47070 2.29023 -0.09 -0.08 0.06 0.10
H -0.51875 0.42281 2.27051 0.05 -0.05 0.14 0.11
```
Positions in Å, forces in eV/Å.